Entry 1:
{
  "formula": "C9H14",
  "method": "ωB97M-V/def2-TZVPD",
  "multiplicity": 1,
  "lumo_ev": 1.0,
  "smiles": "Cc1ccccc1.CC",
  "e_above_lowest_kcal_mol": 21.7,
  "e_homo_ev": -9.0516,
  "species": ["C", "C", "C", "C", "C", "C", "C", "H", "H", "H", "H", "H", "H", "H", "H", "C", "C", "H", "H", "H", "H", "H", "H"],
  "coordinates": [[-2.75, 0.76, -1.19], [-1.23, 0.58, -1.31], [-0.72, -0.69, -1.54], [-0.45, 1.67, -0.96], [0.67, -0.87, -1.65], [0.92, 1.43, -0.94], [1.48, 0.23, -1.39], [-3.25, 0.58, -2.15], [-3.06, 1.75, -0.89], [-1.50, -1.43, -1.72], [-0.71, 2.71, -0.85], [0.86, -1.82, -2.13], [1.71, 2.11, -0.63], [2.54, 0.15, -1.55], [-3.04, -0.01, -0.48], [0.36, -1.09, 2.11], [1.69, -0.68, 2.76], [-0.34, -1.30, 2.92], [0.02, -0.31, 1.44], [0.49, -2.03, 1.57], [1.93, -1.29, 3.62], [2.50, -0.83, 2.03], [1.89, 0.38, 2.95]],
  "mulliken_charge": [-1.429, 1.217, -0.487, -0.717, -0.464, -0.376, -0.629, 0.328, 0.373, 0.413, 0.353, 0.382, 0.334, 0.377, 0.317, -0.479, -0.969, 0.368, -0.008, 0.226, 0.318, 0.254, 0.299]
}



Entry 2:
{
  "formula": "C23H19FN4O3",
  "method": "ωB97M-V/def2-TZVPD",
  "multiplicity": 1,
  "lumo_ev": 0.2,
  "smiles": "C[C@H](Oc1ccc(Oc2ccc(F)cc2)cc1)C(=O)Cn1nnc(-c2ccccc2)n1",
  "e_above_lowest_kcal_mol": 133.0,
  "e_homo_ev": -8.5396,
  "species": ["O", "F", "N", "N", "N", "O", "O", "C", "C", "C", "C", "C", "C", "C", "C", "C", "C", "C", "C", "C", "C", "C", "C", "C", "C", "C", "C", "N", "C", "C", "C", "H", "H", "H", "H", "H", "H", "H", "H", "H", "H", "H", "H", "H", "H", "H", "H", "H", "H", "H"],
  "coordinates": [[0.80, 2.15, -1.94], [-5.28, -0.23, 7.72], [-0.18, -0.60, -4.67], [-0.91, -0.09, -3.75], [0.86, -1.23, -2.78], [-2.70, 2.42, 3.60], [1.73, 0.51, 0.91], [0.89, 1.12, -1.30], [0.88, -1.31, -4.07], [3.68, -3.75, -6.27], [2.81, -2.86, -6.97], [3.63, -3.64, -4.86], [-5.14, 0.38, 5.41], [-3.45, 1.06, 6.89], [-4.54, 1.05, 4.32], [-2.74, 1.55, 5.79], [-1.46, 0.54, 2.65], [-0.56, 2.83, 2.61], [-0.36, 0.06, 1.94], [0.54, 2.38, 1.92], [1.89, -2.10, -6.21], [2.67, -2.98, -4.16], [-4.66, 0.44, 6.73], [-3.32, 1.66, 4.55], [-1.58, 1.84, 3.06], [0.67, 0.98, 1.59], [1.72, -2.21, -4.82], [-0.23, -0.38, -2.61], [-0.29, 0.21, -1.33], [3.21, 0.60, -1.07], [2.03, 1.15, -0.29], [4.46, -4.09, -6.87], [2.84, -2.78, -8.06], [4.48, -3.97, -4.22], [-6.09, -0.09, 5.36], [-2.94, 1.00, 7.83], [-5.11, 1.05, 3.39], [-1.71, 1.84, 6.14], [-2.31, -0.16, 2.93], [-0.75, 3.89, 2.61], [-0.22, -0.99, 1.76], [1.24, 3.04, 1.47], [1.16, -1.33, -6.55], [2.67, -2.91, -3.08], [-1.19, 0.83, -1.02], [-0.12, -0.55, -0.62], [3.27, -0.48, -0.98], [4.14, 0.94, -0.49], [3.18, 0.90, -2.10], [2.38, 2.25, -0.09]],
  "mulliken_charge": [-0.581, -0.293, -0.277, -0.745, -0.549, -0.448, -0.513, 0.664, 0.140, -0.636, -0.364, -0.334, -0.396, -0.520, -0.556, -0.097, -0.141, -0.799, -0.578, -0.330, -0.338, -0.353, 0.203, 0.296, 0.630, 0.193, 0.488, 1.029, -0.699, -1.502, 0.481, 0.393, 0.362, 0.276, 0.412, 0.349, 0.438, 0.318, 0.303, 0.397, 0.565, 0.356, 0.412, 0.422, 0.308, 0.495, 0.321, 0.352, 0.375, 0.073]
}



Entry 3:
{
  "formula": "C16H23N5SV",
  "method": "ωB97M-V/def2-TZVPD",
  "charge": 2,
  "multiplicity": 2,
  "lumo_ev": [-5.9, -5.8],
  "e_above_lowest_kcal_mol": 3.8,
  "e_homo_ev": [-12.8728, -12.3186],
  "species": ["V", "C", "C", "N", "C", "C", "C", "C", "C", "C", "C", "N", "C", "C", "N", "N", "H", "H", "H", "H", "H", "H", "H", "H", "H", "H", "H", "H", "H", "H", "H", "H", "H", "H", "S", "C", "N", "C", "C", "C", "C", "H", "H", "H", "H", "H"],
  "coordinates": [[-0.03, -0.41, 0.39], [0.67, -1.39, 3.10], [-0.84, -1.42, 2.96], [-1.20, -1.74, 1.55], [-2.63, -1.38, 1.25], [-2.71, 0.14, 1.19], [-3.83, 0.88, 1.48], [-3.75, 2.26, 1.40], [-2.56, 2.87, 1.01], [-1.47, 2.07, 0.72], [-0.14, 2.62, 0.26], [0.90, 1.55, 0.10], [1.98, 1.60, 1.14], [1.52, 0.90, 2.40], [1.25, -0.52, 2.04], [-1.55, 0.73, 0.84], [1.09, -2.39, 2.96], [0.96, -1.05, 4.09], [-1.25, -0.44, 3.19], [-1.28, -2.14, 3.65], [-1.07, -2.73, 1.39], [-3.33, -1.79, 1.97], [-2.88, -1.79, 0.27], [-4.76, 0.39, 1.78], [-4.61, 2.87, 1.63], [-2.48, 3.94, 0.94], [0.21, 3.38, 0.96], [-0.28, 3.12, -0.69], [1.34, 1.69, -0.81], [2.27, 2.63, 1.36], [2.85, 1.09, 0.73], [0.60, 1.34, 2.77], [2.27, 0.99, 3.19], [2.14, -0.93, 1.74], [1.48, -1.90, -0.77], [1.66, -1.87, -2.50], [2.92, -1.91, -3.00], [3.23, -1.98, -4.31], [2.23, -1.99, -5.24], [0.91, -1.94, -4.79], [0.63, -1.88, -3.44], [3.67, -1.94, -2.31], [4.28, -2.02, -4.55], [2.47, -2.04, -6.29], [0.10, -1.96, -5.51], [-0.39, -1.87, -3.08]],
  "mulliken_spin": [1.041, 0.004, 0.002, 0.001, -0.058, 0.034, 0.003, 0.002, 0.007, 0.016, -0.022, 0.012, -0.001, -0.013, -0.021, -0.022, -0.001, -0.001, 0.000, 0.001, 0.008, 0.001, 0.006, 0.000, 0.000, 0.000, -0.002, -0.004, 0.004, 0.000, 0.002, 0.001, 0.002, 0.008, 0.001, -0.008, 0.000, 0.000, 0.000, -0.002, 0.001, 0.000, 0.000, 0.000, 0.000, 0.000]
}



Entry 4:
{
  "formula": "C3H2ClN3O",
  "method": "ωB97M-V/def2-TZVPD",
  "multiplicity": 1,
  "lumo_ev": -0.5,
  "smiles": "Oc1nncc(Cl)n1",
  "e_above_lowest_kcal_mol": 4.3,
  "e_homo_ev": -10.2141,
  "species": ["C", "C", "C", "H", "H", "N", "N", "N", "O", "Cl"],
  "coordinates": [[-0.17, 0.88, -0.64], [0.22, -1.39, 0.51], [-0.06, -0.23, 1.25], [-0.31, 1.92, -2.21], [0.49, -2.36, 1.00], [0.09, -0.13, -1.44], [0.26, -1.33, -0.85], [-0.26, 0.93, 0.71], [-0.31, 2.08, -1.23], [0.06, -0.36, 2.91]],
  "mulliken_charge": [0.587, -0.264, 0.734, 0.386, 0.359, -0.372, -0.379, -0.424, -0.475, -0.154]
}



Entry 5:
{
  "formula": "C5H20Cd2O10",
  "method": "ωB97M-V/def2-TZVPD",
  "charge": 1,
  "multiplicity": 2,
  "lumo_ev": [-3.0, -3.3],
  "e_homo_ev": [-8.2139, -13.0457],
  "species": ["Cd", "Cd", "O", "H", "O", "H", "C", "C", "O", "C", "O", "O", "H", "H", "H", "H", "O", "H", "H", "O", "H", "H", "O", "H", "H", "O", "H", "H", "C", "C", "O", "H", "H", "H", "H", "H", "H"],
  "coordinates": [[-2.25, -2.34, 1.29], [0.18, -3.68, -0.11], [-0.85, -1.96, -0.02], [-0.86, -1.00, -0.24], [-1.37, -4.17, 1.26], [-1.47, -5.03, 1.72], [-2.08, 4.21, -1.36], [-2.13, 4.04, 0.09], [-1.50, 2.72, 0.26], [-1.37, 2.16, -0.95], [-0.75, 1.15, -1.26], [-1.93, 2.93, -1.91], [-1.21, 4.81, -1.60], [-2.84, 4.95, -1.57], [-3.18, 3.95, 0.37], [-1.71, 4.89, 0.63], [0.19, -0.83, -3.41], [-0.59, -0.72, -2.86], [0.01, -0.31, -4.19], [-2.98, -0.38, 0.49], [-2.43, 0.37, 0.72], [-3.84, -0.16, 0.87], [1.49, -2.89, -1.68], [1.05, -2.26, -2.25], [2.41, -2.62, -1.70], [1.72, -3.30, 1.12], [1.77, -2.35, 1.26], [2.19, -3.68, 1.87], [3.57, 0.17, 2.01], [2.28, 0.40, 1.30], [1.80, -0.71, 0.63], [4.26, -0.41, 1.39], [3.31, -0.39, 2.92], [4.07, 1.05, 2.41], [2.54, 0.95, 0.40], [1.48, 0.83, 1.90], [1.03, -0.38, 0.18]],
  "mulliken_spin": [0.932, 0.131, 0.006, 0.023, -0.065, 0.017, 0.000, 0.006, 0.000, 0.035, 0.007, -0.003, 0.000, 0.000, -0.001, 0.000, 0.002, 0.002, 0.000, -0.127, 0.014, 0.016, -0.004, 0.002, 0.001, 0.003, 0.005, -0.001, 0.000, 0.000, -0.015, 0.000, 0.000, 0.000, 0.000, 0.004, 0.009]
}



Entry 6:
{
  "formula": "C34H32N6O7S4Ti",
  "method": "ωB97M-V/def2-TZVPD",
  "multiplicity": 3,
  "lumo_ev": [-1.4, -1.4],
  "e_above_lowest_kcal_mol": 0.0,
  "e_homo_ev": [-5.8678, -7.6082],
  "species": ["Ti", "O", "C", "C", "C", "C", "C", "C", "C", "O", "N", "N", "C", "C", "C", "C", "C", "C", "N", "H", "H", "H", "H", "H", "H", "H", "H", "H", "H", "O", "C", "C", "C", "C", "C", "S", "C", "C", "C", "C", "S", "C", "C", "C", "C", "S", "H", "H", "H", "H", "H", "H", "H", "H", "H", "C", "C", "S", "O", "O", "C", "C", "N", "C", "N", "C", "C", "N", "O", "O", "C", "H", "H", "H", "H", "H", "H", "H", "H", "H", "H", "H", "H", "H"],
  "coordinates": [[0.50, 0.70, 0.48], [5.08, 1.58, 0.46], [5.32, 0.91, 1.61], [6.65, 0.82, 2.05], [6.89, 0.12, 3.23], [5.90, -0.53, 3.97], [4.63, -0.47, 3.54], [4.29, 0.26, 2.36], [2.89, 0.36, 2.00], [2.45, 0.70, 0.77], [2.05, 0.12, 2.97], [0.78, 0.29, 2.51], [-0.25, 0.57, 3.32], [-1.52, 0.70, 2.69], [-2.76, 0.93, 3.27], [-3.86, 0.95, 2.44], [-3.76, 0.73, 1.05], [-2.48, 0.71, 0.49], [-1.40, 0.69, 1.28], [4.11, 1.39, 0.26], [7.43, 1.42, 1.57], [7.90, 0.08, 3.62], [6.17, -0.98, 4.93], [3.77, -0.87, 4.07], [-0.16, 0.54, 4.44], [-2.97, 1.02, 4.31], [-4.84, 1.04, 2.95], [-4.68, 0.67, 0.45], [-2.30, 0.71, -0.60], [0.39, 1.49, -1.25], [0.59, 2.93, -1.28], [-0.87, 3.57, -1.38], [-1.65, 3.69, -2.49], [-2.94, 4.19, -2.21], [-3.10, 4.43, -0.86], [-1.64, 4.10, 0.04], [1.31, 3.37, -2.51], [1.73, 4.65, -2.74], [2.45, 4.76, -3.92], [2.49, 3.56, -4.60], [1.63, 2.20, -3.80], [1.38, 3.42, -0.10], [2.65, 3.90, -0.04], [3.01, 4.42, 1.26], [2.14, 4.09, 2.25], [0.78, 3.29, 1.57], [-1.34, 3.41, -3.52], [-3.64, 4.34, -3.04], [-3.94, 4.83, -0.36], [1.55, 5.46, -2.07], [3.01, 5.61, -4.23], [2.89, 3.38, -5.58], [3.34, 3.86, -0.90], [3.86, 5.03, 1.48], [2.27, 4.20, 3.31], [-6.28, -6.55, -1.11], [-5.28, -5.58, -0.51], [-3.78, -5.54, -1.50], [-2.95, -6.65, -1.03], [-4.00, -5.43, -2.91], [-2.87, -4.07, -0.99], [-1.50, -4.11, -1.62], [-0.57, -3.10, -1.00], [-0.47, -1.75, -1.24], [0.42, -1.21, -0.32], [0.97, -2.25, 0.39], [0.38, -3.39, -0.04], [0.90, -4.62, 0.29], [0.42, -5.70, -0.23], [1.86, -4.57, 1.14], [-0.97, -1.06, -2.44], [-7.22, -6.43, -0.59], [-5.92, -7.53, -0.90], [-6.40, -6.36, -2.18], [-5.08, -5.77, 0.57], [-5.75, -4.56, -0.60], [-2.85, -4.05, 0.13], [-3.46, -3.22, -1.36], [-1.45, -4.01, -2.70], [-1.04, -5.07, -1.35], [1.90, -2.16, 0.90], [-0.87, 0.06, -2.29], [-2.01, -1.32, -2.69], [-0.38, -1.35, -3.34]],
  "mulliken_spin": [0.899, 0.004, 0.023, -0.012, 0.019, -0.008, 0.016, -0.004, 0.027, 0.051, -0.014, 0.195, 0.187, 0.147, -0.009, 0.084, 0.088, 0.054, 0.104, 0.002, 0.000, 0.002, 0.000, 0.003, 0.019, 0.002, 0.009, 0.003, 0.009, 0.032, -0.035, 0.011, 0.002, -0.004, 0.006, 0.000, -0.001, 0.002, 0.000, 0.000, 0.000, 0.019, 0.018, 0.000, 0.003, -0.001, 0.000, 0.000, -0.001, 0.000, 0.000, 0.000, 0.001, 0.000, 0.000, 0.000, 0.000, 0.000, 0.000, 0.000, 0.002, -0.001, 0.000, 0.030, -0.020, 0.045, -0.009, 0.000, 0.002, 0.001, 0.008, 0.000, 0.000, 0.000, 0.000, 0.000, 0.000, 0.001, 0.000, 0.000, -0.010, -0.004, 0.001, 0.002]
}



Entry 7:
{
  "formula": "ClH4N2P",
  "method": "ωB97M-V/def2-TZVPD",
  "multiplicity": 1,
  "lumo_ev": 1.0,
  "smiles": "NP(N)Cl",
  "e_above_lowest_kcal_mol": 1.4,
  "e_homo_ev": -8.8872,
  "species": ["N", "N", "P", "Cl", "H", "H", "H", "H"],
  "coordinates": [[0.57, -1.03, -0.54], [-0.91, 0.34, 0.73], [0.68, 0.06, 0.70], [1.59, 1.62, -0.38], [-0.37, -1.12, -0.96], [1.34, -0.92, -1.12], [-1.15, 1.10, 1.31], [-1.75, -0.06, 0.26]],
  "mulliken_charge": [-0.509, -0.389, 0.281, -0.320, 0.255, 0.262, 0.205, 0.215]
}



Entry 8:
{
  "formula": "C51H57N6O6PtS2Si3",
  "method": "ωB97M-V/def2-TZVPD",
  "charge": 1,
  "multiplicity": 1,
  "lumo_ev": -3.4,
  "e_homo_ev": -8.6951,
  "species": ["Pt", "C", "O", "C", "C", "C", "C", "C", "C", "N", "N", "C", "C", "C", "C", "O", "C", "N", "C", "C", "C", "C", "H", "H", "H", "H", "H", "H", "H", "H", "H", "H", "H", "H", "C", "Si", "C", "C", "C", "Si", "C", "C", "C", "Si", "C", "C", "C", "C", "C", "C", "C", "N", "H", "H", "H", "H", "H", "H", "H", "H", "H", "H", "H", "H", "H", "H", "H", "H", "H", "H", "H", "H", "H", "H", "H", "H", "H", "H", "H", "H", "O", "S", "O", "N", "C", "S", "C", "C", "C", "C", "C", "C", "H", "H", "H", "H", "C", "O", "C", "C", "C", "C", "C", "C", "N", "C", "C", "C", "C", "C", "C", "C", "O", "H", "H", "H", "H", "H", "H", "H", "H", "H", "H", "H", "H", "H"],
  "coordinates": [[0.30, 0.55, -1.37], [-7.08, -0.93, 0.31], [-7.71, 0.05, -0.50], [-7.18, 1.30, -0.50], [-7.80, 2.22, -1.34], [-7.30, 3.51, -1.43], [-6.16, 3.89, -0.72], [-5.60, 2.98, 0.17], [-6.10, 1.70, 0.28], [-5.73, 5.24, -0.92], [-4.56, 5.62, -0.72], [-3.44, 4.75, -0.74], [-2.39, 5.14, 0.06], [-1.25, 4.36, 0.26], [-1.13, 3.11, -0.35], [-0.08, 2.36, -0.21], [-2.21, 2.70, -1.22], [-2.08, 1.49, -1.79], [-2.93, 1.12, -2.72], [-3.94, 1.97, -3.20], [-4.11, 3.18, -2.60], [-3.29, 3.56, -1.51], [-7.59, -1.86, 0.11], [-7.16, -0.68, 1.37], [-6.02, -1.03, 0.04], [-8.67, 1.92, -1.91], [-7.78, 4.24, -2.07], [-4.77, 3.28, 0.80], [-5.64, 1.02, 0.99], [-2.49, 6.10, 0.57], [-0.44, 4.71, 0.89], [-2.81, 0.12, -3.13], [-4.56, 1.66, -4.03], [-4.86, 3.87, -2.96], [4.49, -1.75, -2.06], [3.24, -0.35, -1.99], [3.69, 0.81, -3.40], [3.59, 0.68, -0.45], [1.47, -1.06, -2.10], [1.06, -2.54, -1.16], [0.60, -2.77, 2.27], [-0.74, -3.01, -0.97], [1.96, -4.15, -1.50], [0.87, -1.13, -3.87], [-0.78, -1.98, -4.18], [2.06, -1.92, -5.09], [0.61, 0.72, -4.23], [0.38, 1.30, -5.47], [0.17, 2.66, -5.57], [0.21, 3.43, -4.42], [0.45, 2.81, -3.21], [0.63, 1.48, -3.12], [5.48, -1.43, -1.72], [4.59, -2.11, -3.09], [4.22, -2.61, -1.44], [4.78, 0.87, -3.42], [3.31, 1.82, -3.23], [3.36, 0.50, -4.39], [4.49, 1.28, -0.65], [3.79, 0.10, 0.45], [2.77, 1.38, -0.27], [0.03, -1.96, 2.73], [1.19, -3.28, 3.03], [-0.08, -3.46, 1.78], [-1.38, -2.14, -1.05], [-0.97, -3.51, -0.03], [-0.97, -3.72, -1.77], [2.97, -4.23, -1.10], [2.05, -4.25, -2.58], [1.37, -4.99, -1.13], [-0.64, -3.04, -4.42], [-1.27, -1.52, -5.04], [-1.46, -1.91, -3.33], [2.17, -2.98, -4.84], [3.05, -1.48, -5.10], [1.65, -1.88, -6.10], [0.37, 0.67, -6.35], [-0.03, 3.12, -6.53], [0.07, 4.50, -4.44], [0.50, 3.35, -2.27], [6.57, -3.00, 0.81], [5.65, -3.04, 1.90], [6.03, -2.66, 3.22], [4.29, -2.11, 1.49], [3.26, -2.85, 1.44], [1.73, -1.98, 1.09], [3.43, -4.31, 1.68], [2.51, -5.35, 1.65], [2.98, -6.64, 1.88], [4.33, -6.88, 2.14], [5.25, -5.84, 2.16], [4.77, -4.57, 1.92], [1.47, -5.19, 1.43], [2.28, -7.47, 1.87], [4.66, -7.89, 2.31], [6.30, -6.02, 2.36], [2.99, -1.13, 5.15], [2.42, -0.10, 4.34], [2.16, 1.09, 4.94], [2.15, 1.32, 6.31], [1.89, 2.59, 6.79], [1.63, 3.65, 5.93], [1.63, 3.43, 4.56], [1.88, 2.16, 4.08], [1.90, 1.89, 2.67], [1.02, 1.23, 1.99], [-0.31, 0.85, 2.31], [-1.05, 1.25, 3.45], [-2.38, 0.95, 3.54], [-3.01, 0.26, 2.49], [-2.31, -0.17, 1.39], [-0.93, 0.07, 1.30], [-0.20, -0.47, 0.34], [3.38, -1.87, 4.45], [2.24, -1.59, 5.79], [3.81, -0.75, 5.75], [2.34, 0.51, 7.00], [1.89, 2.76, 7.86], [1.44, 4.64, 6.32], [1.42, 4.22, 3.86], [2.77, 2.09, 2.19], [1.34, 0.98, 0.98], [-0.57, 1.81, 4.24], [-2.95, 1.26, 4.41], [-4.08, 0.06, 2.56], [-2.80, -0.71, 0.58]],
  "mulliken_charge": [0.809, -0.655, -0.475, 0.847, -0.677, -0.049, -0.549, -0.393, 0.054, -0.545, -0.490, 0.026, -0.390, -0.780, -0.420, -1.054, 0.671, 0.675, -0.487, -1.525, -0.886, 0.496, 0.277, 0.319, 0.200, 0.453, 0.463, 0.470, 0.175, 0.481, 0.574, 0.427, 0.530, 0.644, -0.724, 0.798, -1.329, -0.467, 0.951, -0.319, -1.299, -0.991, -1.254, 0.186, -1.322, -1.126, 0.538, -0.803, -0.638, -1.008, -0.746, 1.346, 0.415, 0.334, -0.026, 0.523, 0.285, 0.219, 0.664, 0.085, -0.168, 0.165, 0.612, 0.329, -0.180, 0.465, 0.504, 0.408, 0.480, 0.389, 0.378, 0.431, 0.205, 0.343, 0.339, 0.388, 0.536, 0.467, 0.520, 0.860, -0.623, 1.179, -0.633, -0.165, -0.830, 1.260, 0.398, 0.027, -1.061, -0.649, -0.804, 0.144, 0.502, 0.446, 0.428, 0.500, -0.775, 0.079, 1.200, -0.895, -0.704, -0.858, -0.038, -0.863, 0.268, 1.164, 1.811, -0.798, -1.365, -0.702, -0.465, -0.250, -0.242, -0.137, 0.367, 0.532, 0.480, 0.431, 0.410, 0.538, 0.419, -1.344, 0.339, 0.451, 0.431, 0.416]
}



Values of DFT total energy, in order: -351.29564, -1432.29901, -2238.99802, -815.19409, -1290.07217, -4612.14597, -913.49085, -4541.58418, all in Ha.